--- i ---
# C2H3NO3

An isolated molecule of C2H3NO3 (ωB97M-V/def2-TZVPD, the OMol25 dataset).

Structure (XYZ):
```
9
C2H3NO3 ωB97M-V/def2-TZVPD
C 0.669 0.006 -0.172
O 1.707 0.082 -1.006
O 1.068 0.267 1.075
N -0.389 -0.693 -0.542
C -1.440 -0.083 0.026
O -2.116 -0.423 0.971
H 1.460 -0.346 -1.839
H 0.349 0.111 1.706
H -1.307 1.079 -0.219
```

## Properties
SMILES string: O=CN=C(O)O
Orbital gap in eV: 10.06

***

--- ii ---
# C2H3NO3

An isolated molecule of C2H3NO3 (ωB97M-V/def2-TZVPD, the OMol25 dataset).

Structure (XYZ):
```
9
C2H3NO3 ωB97M-V/def2-TZVPD
C 1.468 0.735 -0.097
C 0.310 0.228 -0.855
N 2.478 -0.411 0.130
O 2.385 -1.147 1.099
O 1.655 1.819 0.334
O 3.356 -0.425 -0.676
H 0.347 -0.477 -1.668
H -0.127 1.144 -1.264
H -0.264 -0.117 0.015
```

## Properties
SMILES string: CC(=O)[N+](=O)[O-]
Orbital gap in eV: 10.95

***

Which of them is most stable, and which least? Most stable: i; least stable: ii.

***

--- i ---
# C2H3NO3

An isolated molecule of C2H3NO3 (ωB97M-V/def2-TZVPD, the OMol25 dataset).

Structure (XYZ):
```
9
C2H3NO3 ωB97M-V/def2-TZVPD
C -0.239 0.170 0.973
C 0.000 -1.668 -0.635
H -0.016 2.319 1.225
H -0.630 0.172 2.118
H 0.118 -2.745 -0.771
N 0.195 1.004 0.090
O -0.122 2.348 0.293
O 0.016 -1.171 0.639
O 0.181 -0.901 -1.586
```

## Properties
SMILES string: O=CO/C=N/O
Orbital gap in eV: 10.75

***

--- ii ---
# C2H3NO3

A 2-piece molecular cluster, C2H3NO3 overall (ωB97M-V/def2-TZVPD, the OMol25 dataset).

Structure (XYZ):
```
9
C2H3NO3 ωB97M-V/def2-TZVPD
C -2.429 -0.234 -0.077
C -1.346 0.820 0.139
N 2.685 0.249 0.094
O 2.702 0.265 1.311
O 3.366 0.896 -0.670
O -1.083 -0.342 -0.451
H -2.857 -0.894 0.701
H -3.184 -0.112 -0.746
H 2.145 -0.648 -0.301
```

## Properties
Orbital gap in eV: 10.54

***

Which of them is most stable, and which least? Most stable: i; least stable: ii.

***

--- i ---
# C3H9N3O

An isolated molecule of C3H9N3O (ωB97M-V/def2-TZVPD, the OMol25 dataset).

Structure (XYZ):
```
16
C3H9N3O ωB97M-V/def2-TZVPD
C 1.087 -0.583 -0.444
C 1.679 0.764 -0.481
C -1.473 -1.452 0.190
N -0.509 -0.382 0.091
O 2.264 1.203 0.724
N -0.856 0.849 0.093
N -2.048 1.192 0.380
H 1.555 1.317 1.367
H -2.056 2.212 0.449
H 0.971 -1.032 -1.431
H 1.511 -1.257 0.298
H 2.395 0.903 -1.287
H 0.661 1.410 -0.617
H -2.266 -1.140 0.874
H -1.918 -1.652 -0.788
H -0.996 -2.351 0.583
```

## Properties
SMILES string: [H]/N=N/N(C)CCO
Orbital gap in eV: 9.75

***

--- ii ---
# C3H9N3O

A 2-piece molecular cluster, C3H9N3O overall (ωB97M-V/def2-TZVPD, the OMol25 dataset).

Structure (XYZ):
```
16
C3H9N3O ωB97M-V/def2-TZVPD
C -1.586 0.093 -1.375
C -0.744 -0.210 -0.159
C 0.710 0.932 1.469
H -2.063 -0.798 -1.854
H -0.995 0.603 -2.144
H -2.493 0.739 -1.102
H -1.245 -2.040 -0.060
H -0.068 1.740 -0.295
H 0.921 1.971 1.763
H 0.509 -0.886 1.982
H 2.243 -0.812 0.355
H 1.945 -0.129 -0.930
N -0.782 -1.339 0.488
N -0.059 0.864 0.260
N 1.099 -0.068 2.133
O 2.606 -0.658 -0.533
```

## Properties
SMILES string: [H]/N=C\N/C(C)=N/[H].O
Orbital gap in eV: 10.01

***

Which of them is most stable, and which least? Most stable: ii; least stable: i.

***

--- i ---
# C3H9N3O

An isolated molecule of C3H9N3O (ωB97M-V/def2-TZVPD, the OMol25 dataset).

Structure (XYZ):
```
16
C3H9N3O ωB97M-V/def2-TZVPD
C -0.844 0.111 -0.599
C 0.749 -0.057 1.477
C 0.517 0.083 0.014
N -1.457 -1.196 -0.723
N -1.736 0.985 0.121
O 2.717 0.417 -0.512
N 1.359 0.351 -0.925
H 3.214 -0.125 -1.142
H -0.328 0.386 -1.677
H -1.346 -1.731 0.129
H -1.501 1.958 -0.028
H -2.694 0.826 -0.165
H -1.074 -1.720 -1.500
H 1.561 0.597 1.795
H 1.026 -1.085 1.722
H -0.162 0.200 2.013
```

## Properties
SMILES string: C/C(=N\O)C(N)N
Orbital gap in eV: 10.09

***

--- ii ---
# C3H9N3O

An isolated molecule of C3H9N3O (ωB97M-V/def2-TZVPD, the OMol25 dataset).

Structure (XYZ):
```
16
C3H9N3O ωB97M-V/def2-TZVPD
O -1.278 1.300 -0.948
C -0.836 0.225 -0.624
N -0.079 -0.071 0.516
C 0.504 1.019 1.318
N 1.035 0.419 2.535
C -0.955 -0.968 -1.611
N 0.227 -1.157 -2.442
H -0.638 -0.729 1.055
H -0.220 1.796 1.557
H 1.352 1.373 0.755
H 0.511 0.433 3.383
H 2.016 0.541 2.578
H -1.046 -1.857 -0.969
H -1.886 -0.868 -2.157
H 1.045 -1.065 -1.838
H 0.250 -0.393 -3.107
```

## Properties
SMILES string: NCNC(=O)CN
Orbital gap in eV: 9.80

***

Which of them is most stable, and which least? Most stable: ii; least stable: i.

***

--- i ---
# C5H12NO

An isolated ion of composition C5H12NO and charge +1 (ωB97M-V/def2-TZVPD, the OMol25 dataset).

Structure (XYZ):
```
19
C5H12NO ωB97M-V/def2-TZVPD
C -1.894 0.877 -0.092
C -0.793 -0.202 -0.017
C -0.641 -1.332 -0.947
C 1.185 -0.485 1.397
C 1.270 0.962 -0.660
N 0.461 0.419 0.489
O -1.759 -0.075 0.966
H -1.773 1.917 0.207
H -2.709 0.700 -0.710
H -0.215 -2.161 -0.509
H -0.066 -1.216 -1.762
H -1.549 -1.568 -1.431
H 1.734 -1.161 0.735
H 1.903 0.098 2.200
H 0.339 -1.010 1.923
H 2.014 0.212 -0.954
H 0.589 0.960 -1.414
H 1.628 1.863 -0.454
H 0.277 1.202 1.031
```

## Properties
SMILES string: C[NH+](C)[C@]1(C)CO1
Orbital gap in eV: 12.51
Total charge: +1

***

--- ii ---
# C5H12NO

A 2-piece molecular cluster, C5H12NO overall (ωB97M-V/def2-TZVPD, the OMol25 dataset).

Structure (XYZ):
```
19
C5H12NO ωB97M-V/def2-TZVPD
C -2.521 1.453 0.556
C -1.133 1.911 -0.163
C 0.050 1.108 -0.051
C 0.242 -0.165 -0.268
N 0.768 -0.913 0.736
C 1.081 -2.239 0.826
H -2.305 1.574 1.705
H -3.421 2.090 0.244
H -2.641 0.270 0.471
H -1.607 2.333 -1.218
H -0.942 2.815 0.315
H 1.047 1.487 0.343
H -0.168 -0.705 -1.135
H 0.750 -0.472 1.619
H 1.008 -2.480 -0.194
H 0.906 -2.949 1.626
H 2.463 -1.700 -2.457
H 3.699 -1.680 -1.432
O 2.725 -1.737 -1.522
```

## Properties
Orbital gap in eV: 7.51
Total charge: +1

***

Which of them is most stable, and which least? Most stable: i; least stable: ii.

***

--- i ---
# C6H10NO

An isolated ion of composition C6H10NO and charge +1 (ωB97M-V/def2-TZVPD, the OMol25 dataset).

Structure (XYZ):
```
18
C6H10NO ωB97M-V/def2-TZVPD
O -1.007 1.856 -0.065
C 0.045 2.422 -0.194
C 1.361 1.722 -0.363
C 1.332 0.300 -1.055
C 0.032 -0.380 -0.806
C -0.164 -1.191 0.226
N -1.440 -1.704 0.537
C -1.715 -2.313 1.624
H 0.110 3.523 -0.204
H 1.915 1.524 0.554
H 1.992 2.388 -0.958
H 2.187 -0.237 -0.697
H 1.465 0.398 -2.131
H -0.835 -0.143 -1.395
H 0.604 -1.482 0.871
H -2.228 -1.564 -0.081
H -0.907 -2.612 2.280
H -2.748 -2.508 1.857
```

## Properties
SMILES string: C=[NH+]/C=C/CCC=O
Orbital gap in eV: 8.14
Total charge: +1

***

--- ii ---
# C6H10NO

A 2-piece molecular cluster, C6H10NO overall (ωB97M-V/def2-TZVPD, the OMol25 dataset).

Structure (XYZ):
```
18
C6H10NO ωB97M-V/def2-TZVPD
C 0.182 0.058 -0.319
C -2.912 1.676 0.200
C -2.705 2.001 1.540
C 2.488 -0.589 0.030
C 0.870 -2.115 -1.136
C 1.259 -0.620 -0.901
N -0.579 0.786 0.172
O -3.130 1.529 -0.913
H -2.330 3.111 1.544
H -3.482 1.980 2.303
H -1.905 1.360 1.858
H 2.853 0.478 0.129
H 2.097 -0.972 0.970
H 3.266 -1.233 -0.321
H 1.358 -2.488 -0.184
H 1.204 -2.608 -2.013
H -0.211 -2.227 -1.077
H 1.676 -0.129 -1.883
```

## Properties
Orbital gap in eV: 9.86
Total charge: +1

***

Which of them is most stable, and which least? Most stable: i; least stable: ii.

***

--- i ---
# C6H10NO

A 2-piece molecular cluster, C6H10NO overall (ωB97M-V/def2-TZVPD, the OMol25 dataset).

Structure (XYZ):
```
18
C6H10NO ωB97M-V/def2-TZVPD
C 0.462 1.545 1.284
C -0.636 -1.549 -0.269
C 1.233 -1.410 -1.983
C 1.092 -0.110 -1.227
C 0.659 -1.378 -0.598
C -1.966 1.102 1.429
N -0.592 0.895 1.003
O -1.731 -1.714 -0.034
H 0.517 2.272 2.042
H 1.340 1.388 0.704
H 0.542 -1.574 -2.768
H 2.281 -1.926 -1.999
H 1.955 0.362 -0.784
H 0.337 0.666 -1.515
H 1.277 -1.787 0.160
H -2.357 0.184 1.689
H -2.356 1.416 0.544
H -2.056 1.620 2.323
```

## Properties
Orbital gap in eV: 8.69
Total charge: +1

***

--- ii ---
# C6H10NO

An isolated ion of composition C6H10NO and charge +1 (ωB97M-V/def2-TZVPD, the OMol25 dataset).

Structure (XYZ):
```
18
C6H10NO ωB97M-V/def2-TZVPD
C -2.886 0.473 1.255
C -2.288 0.264 0.227
C 0.760 0.909 -0.905
C 0.609 0.547 0.516
C 1.718 -0.192 1.266
C -1.517 -0.290 -0.875
N -0.065 -0.209 -0.561
O -1.638 -1.795 -1.039
H -3.452 0.742 2.103
H 0.417 1.793 -1.511
H 1.691 0.487 -1.250
H -0.030 1.246 1.125
H 1.722 -0.086 2.300
H 2.620 0.035 0.697
H 1.542 -1.267 1.133
H -1.570 0.332 -1.880
H 0.324 -1.112 -0.849
H -2.512 -1.937 -0.881
```

## Properties
SMILES string: C#C[C@H](O)[N@H+]1C[C@@H]1C
Orbital gap in eV: 12.22
Total charge: +1

***

Which of them is most stable, and which least? Most stable: i; least stable: ii.

***

--- i ---
# C6H14O2

A 2-piece molecular cluster, C6H14O2 overall (ωB97M-V/def2-TZVPD, the OMol25 dataset).

Structure (XYZ):
```
22
C6H14O2 ωB97M-V/def2-TZVPD
C -1.503 -1.736 0.219
O -1.940 -2.232 1.490
C -1.250 -0.206 0.271
C 0.028 0.286 1.017
C 1.357 -0.402 0.563
C 2.383 0.821 -1.324
C 1.533 -0.109 -0.922
H -0.618 -2.297 -0.087
H -2.371 -1.980 -0.411
H -1.165 -2.364 2.037
H -1.149 0.064 -0.780
H -2.103 0.246 0.779
H 0.051 1.373 0.976
H -0.136 -0.081 2.045
H 2.220 -0.040 1.126
H 1.321 -1.463 0.855
H 2.994 1.388 -0.630
H 2.547 0.982 -2.385
H 0.761 -0.582 -1.519
H -1.332 2.865 -0.418
H -0.714 3.084 -1.771
O -0.914 2.382 -1.133
```

## Properties
SMILES string: C=CCCCCO.O
Orbital gap in eV: 10.04

***

--- ii ---
# C6H14O2

A 3-piece molecular cluster, C6H14O2 overall (ωB97M-V/def2-TZVPD, the OMol25 dataset).

Structure (XYZ):
```
22
C6H14O2 ωB97M-V/def2-TZVPD
C -0.797 -1.456 -2.291
C -0.547 -1.853 -0.829
C 0.441 -1.087 -0.022
C 1.015 0.044 -0.425
C 0.618 -1.152 2.439
C 0.815 -1.734 1.263
H 0.103 -1.073 -2.790
H -1.407 -0.544 -2.352
H -1.246 -2.282 -2.814
H -0.334 -2.925 -0.786
H -1.553 -1.876 -0.408
H 1.893 0.496 0.021
H 0.796 0.383 -1.430
H 1.105 -1.626 3.288
H 0.009 -0.265 2.553
H 1.164 -2.755 1.180
H -2.818 2.346 1.110
H -1.261 2.187 1.175
O -2.099 1.866 1.526
H 1.251 4.975 -0.678
H 1.778 4.176 0.469
O 1.074 4.154 -0.199
```

## Properties
SMILES string: C=CC(=C)CC.O.O
Orbital gap in eV: 9.66

***

Which of them is most stable, and which least? Most stable: i; least stable: ii.